<1>
Entry from OMol25: a cluster of 2 separate species, C4H10N in total (wB97M-V/def2-TZVPD).

Last column: natural (NBO) charge in e.
CARTESIAN COORDINATES (ANGSTROEM)
C (-3.080, -0.622, -1.633)  0.186
N (-3.346, -1.833, -1.291)  -0.575
H (-2.506, -0.464, -2.541)  0.244
H (-3.723, 0.194, -1.320)  0.238
H (-4.294, -2.047, -0.989)  0.459
H (-2.791, -2.573, -1.710)  0.447
C (2.913, 0.375, 1.775)  -0.651
C (2.366, 1.382, 0.779)  -0.136
C (1.257, 1.058, 0.088)  -0.448
H (2.928, 0.665, 2.827)  0.224
H (3.883, -0.012, 1.468)  0.231
H (2.217, -0.480, 1.726)  0.194
H (2.615, 2.436, 0.938)  0.212
H (0.838, 1.675, -0.690)  0.196
H (0.722, 0.245, 0.572)  0.179

Summary:
Charge: +1
Orbital gap (eV): 5.04

=====

<2>
Entry from OMol25: the ion C4H10N with charge +1 (wB97M-V/def2-TZVPD).

Last column: natural (NBO) charge in e.
CARTESIAN COORDINATES (ANGSTROEM)
C (1.594, -1.240, -0.122)  -0.575
C (1.487, 0.577, -0.323)  -0.386
C (0.161, 0.367, 0.218)  -0.107
C (-1.030, 0.398, -0.398)  -0.219
N (-2.254, 0.524, 0.434)  -0.667
H (0.918, -1.913, 0.401)  0.232
H (2.552, -1.255, 0.385)  0.235
H (1.575, -1.539, -1.165)  0.225
H (1.536, 0.478, -1.400)  0.233
H (2.312, 1.057, 0.169)  0.261
H (0.116, 0.430, 1.307)  0.215
H (-1.258, 0.447, -1.447)  0.231
H (-2.121, 0.145, 1.375)  0.441
H (-2.542, 1.500, 0.545)  0.437
H (-3.046, 0.023, 0.022)  0.442

Summary:
Charge: +1
SMILES string: CC/C=C/[NH3+]
Orbital gap (eV): 9.40

=====

<3>
Entry from OMol25: a cluster of 2 separate species, C4H10N in total (wB97M-V/def2-TZVPD).

Last column: natural (NBO) charge in e.
CARTESIAN COORDINATES (ANGSTROEM)
C (0.604, -1.989, 0.946)  0.200
N (-0.554, -1.503, 1.221)  -0.606
H (1.324, -2.155, 1.745)  0.225
H (0.821, -2.553, 0.043)  0.243
H (-1.071, -0.833, 0.642)  0.472
H (-0.874, -1.576, 2.183)  0.444
C (0.025, 0.728, -1.763)  -0.649
C (-0.593, 1.283, -0.477)  -0.237
C (0.262, 1.809, 0.410)  -0.375
H (-0.783, 0.233, -2.328)  0.222
H (0.606, 1.486, -2.269)  0.252
H (0.527, -0.218, -1.535)  0.187
H (-1.662, 1.102, -0.363)  0.208
H (0.173, 1.932, 1.486)  0.205
H (1.197, 2.255, 0.059)  0.210

Summary:
Charge: +1
Orbital gap (eV): 6.66

=====

<4>
Entry from OMol25: the ion C4H10N with charge +1 (wB97M-V/def2-TZVPD).

Last column: natural (NBO) charge in e.
CARTESIAN COORDINATES (ANGSTROEM)
C (-1.157, 0.504, -0.256)  -0.523
C (0.125, -0.140, -0.094)  0.308
C (2.665, -0.233, 0.204)  -0.399
C (-2.496, -0.317, 0.174)  -0.617
N (1.288, 0.378, -0.093)  -0.411
H (-1.187, 1.556, 0.088)  0.271
H (-1.203, 0.642, -1.401)  0.290
H (0.231, -1.150, 0.038)  0.211
H (2.664, -1.349, 0.352)  0.249
H (3.272, 0.037, -0.629)  0.235
H (2.935, 0.400, 1.006)  0.234
H (-3.242, 0.084, 0.911)  0.257
H (-2.255, -1.308, 0.649)  0.224
H (-3.112, -0.530, -0.670)  0.237
H (1.474, 1.425, -0.278)  0.432

Summary:
Charge: +1
SMILES string: CC/C=[NH+]/C
Orbital gap (eV): 11.87

=====

It turns out <4> is the most stable, with the second structure 32.1 kcal/mol higher.

=====

<1>
Entry from OMol25: the ion C4H10N with charge +1 (wB97M-V/def2-TZVPD).

Last column: natural (NBO) charge in e.
CARTESIAN COORDINATES (ANGSTROEM)
C (-0.470, -1.058, -0.622)  -0.221
N (-1.172, -0.082, 0.410)  -0.582
C (0.086, 0.537, 1.199)  -0.194
C (1.045, 0.794, 0.058)  -0.474
C (0.688, -0.097, -1.166)  -0.417
H (0.049, -1.880, 0.004)  0.235
H (-1.195, -1.574, -1.433)  0.277
H (-1.853, -0.567, 1.116)  0.444
H (-1.796, 0.737, 0.258)  0.450
H (0.373, -0.260, 1.983)  0.234
H (-0.250, 1.392, 1.768)  0.240
H (1.177, 1.845, -0.183)  0.258
H (1.992, 0.350, 0.385)  0.257
H (1.352, -0.959, -1.510)  0.254
H (0.260, 0.433, -2.076)  0.240

Summary:
Charge: +1
SMILES string: C1CC[NH2+]C1
Orbital gap (eV): 12.61

=====

<2>
Entry from OMol25: a cluster of 2 separate species, C4H10N in total (wB97M-V/def2-TZVPD).

Last column: natural (NBO) charge in e.
CARTESIAN COORDINATES (ANGSTROEM)
C (-3.646, -5.829, 0.767)  -0.378
C (-3.819, -4.497, 0.825)  -0.396
H (-3.915, -6.340, -0.156)  0.191
H (-3.108, -6.429, 1.491)  0.203
H (-3.800, -3.843, -0.054)  0.185
H (-4.197, -3.994, 1.705)  0.195
C (2.548, 3.111, 0.674)  -0.433
C (2.547, 3.810, -1.623)  0.137
N (2.068, 3.049, -0.724)  -0.373
H (1.676, 3.431, 1.252)  0.253
H (3.434, 3.728, 0.803)  0.247
H (2.789, 2.097, 0.977)  0.249
H (3.447, 4.386, -1.464)  0.233
H (2.104, 3.811, -2.615)  0.236
H (1.319, 2.403, -0.952)  0.451

Summary:
Charge: +1
Orbital gap (eV): 5.14

=====

<3>
Entry from OMol25: a cluster of 2 separate species, C4H10N in total (wB97M-V/def2-TZVPD).

Last column: natural (NBO) charge in e.
CARTESIAN COORDINATES (ANGSTROEM)
C (0.503, -0.229, 1.172)  -0.382
N (-0.701, 0.032, 0.426)  0.266
C (-0.277, 0.150, -0.938)  -0.379
C (1.343, -0.115, -0.931)  -0.444
C (1.730, 0.441, 0.468)  -0.388
H (0.770, -1.306, 1.115)  0.361
H (0.522, 0.115, 2.245)  0.281
H (-5.204, -0.333, -0.026)  0.000
H (-5.124, -0.200, 0.670)  0.000
H (-0.669, -0.732, -1.492)  0.329
H (-0.419, 1.228, -1.162)  0.339
H (1.660, 0.530, -1.783)  0.253
H (1.526, -1.201, -1.243)  0.256
H (2.663, 0.111, 0.903)  0.268
H (1.677, 1.511, 0.576)  0.242

Summary:
Charge: +1
Orbital gap (eV): 7.93

=====

It turns out <1> is the most stable, with the second structure 36.4 kcal/mol higher.

=====

<1>
Entry from OMol25: a cluster of 2 separate species, CH4BrN in total (wB97M-V/def2-TZVPD).

Last column: natural (NBO) charge in e.
CARTESIAN COORDINATES (ANGSTROEM)
C (-0.167, 0.405, -0.594)  -0.463
N (0.059, -1.243, 1.557)  -0.639
Br (-1.365, -2.247, 1.684)  0.257
H (-0.508, 1.293, -0.079)  0.168
H (0.765, 0.489, -1.149)  0.174
H (-1.077, -0.120, -1.013)  0.173
H (0.759, -1.950, 1.071)  0.330

Summary:
Orbital gap (spin up / spin down) (eV): 8.15 / 9.49

=====

<2>
Entry from OMol25: an isolated molecule of CH4BrN (wB97M-V/def2-TZVPD).

Last column: natural (NBO) charge in e.
CARTESIAN COORDINATES (ANGSTROEM)
C (0.079, -0.281, -0.181)  -0.448
N (-1.174, 0.882, -0.187)  -0.674
Br (-2.761, -0.109, 0.031)  0.145
H (0.929, 0.335, -0.476)  0.204
H (0.214, -0.937, 0.794)  0.206
H (-0.053, -1.001, -1.050)  0.210
H (-0.874, 1.410, 0.609)  0.356

Summary:
SMILES string: CNBr
Orbital gap (eV): 9.91

=====

It turns out <2> is the most stable, with the second structure 64.0 kcal/mol higher.

=====

<1>
Entry from OMol25: a cluster of 3 separate species, C3H12N2O2 in total (wB97M-V/def2-TZVPD).

Last column: Mulliken spin population.
CARTESIAN COORDINATES (ANGSTROEM)
C (-1.728, -0.108, 1.600)  0.025
C (-0.443, 0.841, 1.527)  0.009
N (0.720, 0.092, 1.027)  0.659
C (1.492, 0.918, 0.191)  -0.128
N (2.000, 0.406, -0.863)  0.350
H (-2.085, -0.431, 0.540)  -0.001
H (-2.478, 0.610, 1.873)  0.002
H (-1.710, -0.907, 2.334)  -0.002
H (-0.693, 1.682, 0.823)  0.046
H (-0.236, 1.358, 2.547)  0.054
H (0.473, -0.776, 0.566)  -0.020
H (1.782, 1.955, 0.687)  0.005
H (2.702, 1.034, -1.179)  -0.009
H (1.163, -1.100, -1.304)  -0.001
H (0.542, -2.517, -0.732)  0.000
O (0.407, -1.721, -1.306)  0.011
H (-1.081, -0.617, -1.837)  -0.001
H (-2.567, -0.196, -2.094)  0.000
O (-1.754, 0.036, -1.604)  0.002

Summary:
2S+1: 2
Charge: +1
Orbital gap (spin up / spin down) (eV): 10.50 / 5.67

=====

<2>
Entry from OMol25: a cluster of 3 separate species, C3H12N2O2 in total (wB97M-V/def2-TZVPD).

Last column: Mulliken spin population.
CARTESIAN COORDINATES (ANGSTROEM)
C (-0.385, 1.241, 2.031)  0.016
C (0.595, 0.456, 1.122)  0.255
C (1.491, 1.012, 0.271)  0.247
N (2.466, 0.201, -0.295)  0.287
N (0.185, -0.842, 0.965)  0.190
H (-1.241, 0.599, 2.260)  -0.001
H (0.160, 1.515, 2.982)  0.013
H (-0.711, 2.122, 1.484)  0.007
H (1.575, 2.088, 0.083)  0.016
H (2.678, -0.661, 0.170)  -0.007
H (3.097, 0.626, -0.936)  -0.015
H (-0.265, -1.288, 1.757)  -0.003
H (0.707, -1.480, 0.378)  -0.008
H (-2.106, 0.106, -0.764)  0.001
H (-2.582, -0.283, -1.943)  0.000
O (-2.445, 0.596, -1.530)  0.000
H (-0.813, -1.412, -1.162)  -0.002
H (-0.525, -2.547, -2.262)  -0.001
O (-1.176, -1.982, -1.843)  0.004

Summary:
2S+1: 2
Charge: +1
Orbital gap (spin up / spin down) (eV): 10.16 / 7.64

=====

It turns out <2> is the most stable, with the second structure 41.7 kcal/mol higher.

=====

<1>
Entry from OMol25: an isolated molecule of C10H8N2 (wB97M-V/def2-TZVPD).

Last column: natural (NBO) charge in e.
CARTESIAN COORDINATES (ANGSTROEM)
C (1.020, -2.260, 0.112)  -0.188
C (2.345, -1.784, -0.086)  -0.217
C (-0.080, -1.437, 0.054)  -0.206
C (2.531, -0.389, 0.020)  -0.153
C (0.079, -0.060, -0.055)  0.004
C (1.398, 0.449, -0.008)  -0.137
C (-0.995, 0.976, -0.055)  0.093
C (1.431, 1.892, 0.062)  0.470
C (-2.359, 0.804, -0.121)  0.035
C (-3.608, 0.387, 0.050)  -0.426
N (-0.095, 2.166, 0.090)  -0.660
N (2.318, 2.776, 0.032)  -0.693
H (0.719, -3.342, 0.231)  0.220
H (3.224, -2.556, -0.035)  0.229
H (-1.021, -1.769, 0.113)  0.210
H (3.402, 0.171, 0.019)  0.230
H (-3.821, -0.016, 0.944)  0.209
H (-4.343, 0.491, -0.770)  0.222
H (-0.182, 3.103, -0.206)  0.391
H (2.150, 3.752, 0.104)  0.368

Summary:
SMILES string: [H]/N=C1\NC(=C=C)c2ccccc21
Orbital gap (eV): 8.26

=====

<2>
Entry from OMol25: an isolated molecule of C10H8N2 (wB97M-V/def2-TZVPD).

Last column: natural (NBO) charge in e.
CARTESIAN COORDINATES (ANGSTROEM)
C (-1.711, 0.092, -0.765)  0.281
C (2.152, 0.294, -0.543)  0.263
C (-0.432, -2.393, 0.097)  -0.212
C (0.043, -1.588, 1.241)  -0.184
C (-0.486, -1.804, -1.080)  -0.139
C (0.547, -0.365, 1.193)  -0.182
C (-0.234, 2.630, 0.798)  -0.374
C (0.409, 1.956, -0.174)  -0.139
C (-0.383, -0.257, -1.160)  -0.363
C (0.692, 0.302, -0.092)  -0.165
N (-2.740, 0.327, -0.347)  -0.296
N (3.262, 0.523, -0.495)  -0.295
H (-0.675, -3.489, 0.131)  0.236
H (0.097, -2.092, 2.163)  0.217
H (-0.997, -2.147, -1.941)  0.214
H (0.783, 0.205, 2.042)  0.227
H (-0.511, 3.603, 0.641)  0.209
H (-0.589, 2.151, 1.693)  0.211
H (0.820, 2.105, -1.163)  0.217
H (-0.047, -0.053, -2.238)  0.274

Summary:
SMILES string: C=C[C@@]1(C#N)C=CC=C[C@H]1C#N
Orbital gap (eV): 9.51

=====

<3>
Entry from OMol25: an isolated molecule of C10H8N2 (wB97M-V/def2-TZVPD).

Last column: natural (NBO) charge in e.
CARTESIAN COORDINATES (ANGSTROEM)
C (2.737, -0.617, -2.126)  -0.174
C (1.499, -1.262, -2.434)  -0.203
C (0.411, -0.971, -1.485)  -0.153
C (0.527, -0.107, -0.423)  -0.129
C (1.817, 0.551, -0.198)  -0.138
C (2.878, 0.239, -1.085)  -0.233
C (-0.575, 0.081, 0.486)  0.379
C (-2.631, -0.585, 1.458)  0.036
C (-2.685, 0.616, 2.081)  -0.303
C (-1.619, 1.555, 1.901)  0.093
H (3.482, -0.782, -2.651)  0.184
H (1.215, -1.887, -3.242)  0.218
H (-0.479, -1.561, -1.696)  0.224
H (1.999, 1.088, 0.842)  0.234
H (3.690, 0.699, -0.742)  0.208
H (-3.314, -1.454, 1.531)  0.218
H (-3.595, 0.705, 2.881)  0.225
H (-1.810, 2.460, 2.413)  0.190
N (-1.522, -0.824, 0.587)  -0.444
N (-0.670, 1.357, 1.073)  -0.432

Summary:
SMILES string: c1ccc(-c2ncccn2)cc1
Orbital gap (eV): 9.26

=====

It turns out <3> is the most stable, with the second structure 27.3 kcal/mol higher.

=====

<1>
Entry from OMol25: a structure of composition C2HCl2N (wB97M-V/def2-TZVPD).

Last column: Mulliken spin population.
CARTESIAN COORDINATES (ANGSTROEM)
C (1.034, 0.516, -0.570)  0.055
C (2.104, 0.746, -0.048)  -0.033
N (4.394, -0.678, -0.678)  1.667
Cl (4.876, -1.493, 0.722)  0.198
Cl (3.532, 1.336, -0.337)  0.112
H (0.011, 0.410, -0.249)  0.000

Summary:
2S+1: 3
Orbital gap (spin up / spin down) (eV): 9.22 / 9.26

=====

<2>
Entry from OMol25: a cluster of 2 separate species, C2HCl2N in total (wB97M-V/def2-TZVPD).

Last column: Mulliken spin population.
CARTESIAN COORDINATES (ANGSTROEM)
C (-0.434, 0.057, 0.087)  -0.104
C (-1.594, 0.130, 0.309)  0.980
N (-3.791, -0.017, 0.607)  0.770
Cl (-4.222, -1.502, -0.090)  0.161
Cl (-4.282, 1.329, -0.236)  0.188
H (0.545, 0.353, 0.231)  0.004

Summary:
2S+1: 3
Orbital gap (spin up / spin down) (eV): 9.59 / 7.13

=====

It turns out <1> is the most stable, with the second structure 38.0 kcal/mol higher.